Entry 1:
14
Properties=species:S:1:pos:R:3:forces:R:3 method="wB97M-V/def2-TZVPD" energy_ev=-37520.552 multiplicity=1 charge=0 e_above_lowest_kcal_mol=70.43 lumo_energy_ev="-1.64 / -1.60" e_homo_ev="-9.025 / -8.408"
C 1.07189 -0.11831 0.00502 0.8 0.0 1.3
C -0.34289 -0.36905 0.57090 0.4 0.3 1.0
N -2.42199 -1.16810 -1.40699 1.0 -2.5 1.9
O 3.24461 0.65168 0.57516 -3.6 -1.2 -5.2
O 1.86628 0.45591 1.04929 0.5 0.8 0.9
S -1.28990 1.19080 0.66667 0.5 -0.1 0.9
S -0.84944 2.12131 -0.93747 -0.3 0.7 -0.8
I -3.66950 -0.61168 -0.06179 -1.0 0.1 0.0
H 0.92396 0.69639 -0.81853 0.7 -2.2 0.8
H 1.57470 -1.12584 -0.08958 -0.8 1.0 -1.3
H -0.57708 -0.88324 1.56822 1.1 0.7 -1.3
H -0.75520 -0.96795 -0.21762 -0.8 -0.4 -0.4
H -2.47065 -0.67095 -2.22828 -0.7 2.0 -2.4
H 3.69521 0.79904 1.32500 2.2 0.8 4.7



Entry 2:
97
Properties=species:S:1:pos:R:3:forces:R:3 method="wB97M-V/def2-TZVPD" energy_ev=-78531.424 multiplicity=4 charge=+2 e_above_lowest_kcal_mol=132.36 lumo_energy_ev="-8.99 / -8.46" e_homo_ev="-12.463 / -12.465"
Re -0.34182 -0.06641 -2.34845 0.7 -1.6 1.5
C -1.26483 1.57227 -2.91873 -0.4 4.1 1.6
C -1.98789 1.23098 -1.60581 -1.5 0.3 -0.8
C -3.36273 0.58067 -1.77839 -0.1 0.0 0.4
C -3.23808 -0.84934 -2.29219 -0.1 -0.6 0.2
C -1.80325 -1.31745 -2.56315 -1.7 -1.4 -1.3
C -1.11561 -0.97788 -3.89041 -2.2 -1.5 -0.8
C -1.89124 -0.02461 -4.81303 0.5 -0.4 -0.8
C -2.04960 1.39487 -4.21631 0.4 -0.4 -0.8
C 0.67364 -1.31256 -1.03726 1.7 0.4 0.9
H -0.76316 2.52836 -2.80359 0.0 0.3 -0.3
H -2.13076 2.20145 -1.07905 0.7 -0.2 0.0
H -4.03109 1.14872 -2.44210 0.5 0.2 0.2
H -3.89891 0.61250 -0.82158 0.2 -0.2 -0.4
H -3.67892 -1.51735 -1.54405 0.0 -0.1 -0.3
H -3.78554 -0.95898 -3.23289 -0.2 -0.2 0.3
H -1.64008 -2.38099 -2.28814 0.1 0.7 0.1
H -0.68293 -1.83501 -4.40854 0.3 0.1 0.3
H -2.88150 -0.44627 -5.08905 0.7 0.0 0.3
H -1.31454 0.03113 -5.75403 -0.4 0.1 0.4
H -1.62993 2.07873 -4.96616 -0.2 0.1 0.5
H -3.12702 1.62340 -4.08741 0.8 0.1 0.2
H 1.71796 -1.43827 -1.35421 -0.2 0.0 -0.1
H 0.17834 -2.28893 -0.99344 -0.4 0.3 -0.4
H 0.69771 -0.90617 -0.03409 0.2 -0.2 0.2
P -1.99121 -1.90747 1.99902 -0.6 -2.6 -0.4
P -1.24235 0.85229 0.53856 1.9 1.5 0.4
N -3.10308 -2.87281 1.03149 -0.4 0.0 -0.8
N -1.94705 -3.12175 3.28918 0.6 0.8 0.3
N 1.39278 3.98768 -2.25590 -0.3 0.5 0.1
N -0.61936 2.44252 1.19601 -0.5 -0.7 -0.8
C -3.09874 -0.48901 2.37639 -0.1 -0.1 0.7
C -2.76911 0.76971 1.52256 -0.4 0.1 0.5
C -2.64696 -3.88103 0.17916 -0.3 0.1 -0.3
C -3.69637 -4.71248 -0.16595 0.6 0.3 0.4
C -4.85201 -4.23491 0.52752 0.2 0.3 0.5
C -4.46373 -3.13345 1.25739 0.3 0.2 -0.3
C -1.14596 -4.27441 3.13754 -0.7 0.1 1.0
C -1.34093 -5.08495 4.24941 -0.2 1.0 -0.7
C -2.25214 -4.40561 5.12977 0.0 1.0 -0.7
C -2.59463 -3.19568 4.52480 0.3 -0.8 0.0
C 1.74424 3.08841 -3.23093 -0.4 1.6 0.2
C 1.79239 3.72119 -4.50466 -0.6 1.9 -0.4
C 1.42598 5.07934 -4.28014 0.8 -2.7 -1.0
C 1.22591 5.18903 -2.86531 0.0 -2.1 0.6
C -0.00026 3.55652 0.61575 0.3 0.1 0.5
C 0.79851 4.19211 1.56424 -0.6 -1.3 -0.4
C 0.75020 3.39309 2.75516 -0.7 -0.7 -0.7
C -0.13155 2.35729 2.51083 0.4 0.4 0.5
H -2.95400 -0.25001 3.44158 0.0 0.1 -0.3
H -4.16367 -0.73987 2.25543 0.5 0.1 0.1
H -3.61776 0.98322 0.86785 0.1 0.2 0.1
H -2.64438 1.63870 2.17445 -0.2 0.0 0.0
H -1.59437 -3.90299 -0.09355 -0.3 -0.2 0.1
H -3.62363 -5.61763 -0.76745 0.0 0.4 0.1
H -5.83905 -4.70128 0.55739 0.4 0.3 -0.1
H -5.02485 -2.46744 1.90191 -0.1 -0.4 -0.1
H -0.54447 -4.40305 2.25125 0.0 -0.1 0.1
H -0.88776 -6.05652 4.40482 -0.1 0.2 0.0
H -2.60127 -4.75445 6.09899 0.1 0.1 -0.4
H -3.25107 -2.38182 4.82506 0.2 -0.4 0.1
H 1.93397 2.03956 -3.00766 0.1 0.2 0.1
H 2.04839 3.22677 -5.43665 -0.1 0.3 0.1
H 1.27433 5.86838 -4.99044 0.2 0.1 -0.3
H 0.91562 6.07133 -2.33193 0.1 0.1 0.2
H -0.18900 3.83693 -0.40697 0.1 -0.1 0.0
H 1.36325 5.10233 1.42243 -0.1 -0.1 -0.1
H 1.31654 3.51349 3.66943 -0.3 0.2 -0.1
H -0.47155 1.58550 3.18240 0.0 0.1 0.0
C 3.92352 -0.39070 -1.83478 0.4 -0.3 -0.3
Si 4.06215 0.85096 -0.43648 1.0 1.0 0.4
C 5.72887 0.79213 0.50230 -0.4 -0.5 -0.1
C 4.15055 2.61921 -1.09133 -0.2 0.4 0.0
C 2.58443 0.58838 0.67315 0.1 0.0 -0.3
Si 2.73731 -0.35094 2.24620 0.3 -0.7 1.0
C 3.64854 0.72072 3.50148 0.2 0.2 0.0
C 1.13918 -0.83200 3.13356 -0.4 -0.1 0.1
C 3.54993 -2.01580 1.80602 0.1 0.1 0.1
H 4.79206 -0.34873 -2.50990 -0.2 0.0 0.2
H 3.03915 -0.22022 -2.46089 0.0 0.1 0.0
H 3.86986 -1.41581 -1.44668 0.0 0.1 -0.1
H 6.54832 1.04361 -0.18986 -0.3 -0.1 0.1
H 5.73375 1.56430 1.28669 -0.1 -0.2 -0.2
H 5.96891 -0.17141 0.96547 0.0 0.2 0.0
H 4.52689 2.68820 -2.12247 -0.2 -0.1 0.1
H 3.20043 3.17523 -1.03460 0.4 -0.2 0.0
H 4.88677 3.18200 -0.49151 -0.3 -0.3 -0.1
H 1.60851 0.90509 0.31373 0.0 0.3 0.0
H 3.39543 1.77322 3.31831 0.1 -0.1 0.0
H 3.35003 0.50198 4.53639 0.1 -0.1 -0.3
H 4.74011 0.63980 3.43932 -0.2 0.0 0.0
H 0.75031 -1.81213 2.81229 0.2 0.3 0.2
H 1.31385 -0.85991 4.22773 0.0 -0.1 -0.6
H 0.33897 -0.10168 2.98003 0.1 -0.2 0.0
H 3.03659 -2.45183 0.93258 0.1 0.1 0.2
H 4.61866 -1.93049 1.54729 -0.4 -0.1 0.2
H 3.42882 -2.73281 2.63779 0.2 0.3 -0.3



Entry 3:
30
Properties=species:S:1:pos:R:3:forces:R:3 method="wB97M-V/def2-TZVPD" energy_ev=-27712.183 multiplicity=1 charge=0 e_above_lowest_kcal_mol=26.75 lumo_energy_ev=-4.01 e_homo_ev=-8.232
F 2.91626 -2.26992 4.39012 -0.1 0.9 0.4
C 2.68021 -1.05316 4.92817 -0.4 0.1 0.0
C 3.73489 -0.22213 5.25347 0.8 0.0 -0.1
C 3.48989 1.03890 5.76456 -0.2 0.1 -0.1
F 4.51921 1.87259 6.02947 -0.6 -0.6 -0.1
C 2.19599 1.46135 5.96284 0.0 0.7 0.2
C 1.09407 0.64812 5.63316 0.6 -0.4 -0.2
C -0.20206 1.17952 5.84115 0.2 -0.6 0.4
C -1.49902 0.65199 5.62556 -0.8 -0.4 -0.3
C -2.59995 1.46411 5.95938 0.0 0.6 0.2
C -3.89466 1.04155 5.76291 0.2 0.0 0.0
F -4.92466 1.86245 6.06151 0.6 -0.6 -0.2
C -4.13956 -0.21592 5.24338 -0.8 0.0 -0.1
C -3.08616 -1.04619 4.91542 0.4 0.1 0.1
F -3.32340 -2.27425 4.40445 0.1 0.9 0.3
C -1.79330 -0.62049 5.09979 0.2 -0.5 -0.3
C 1.38859 -0.62854 5.11720 -0.2 -0.6 -0.3
H 4.74624 -0.54499 5.08844 0.3 -0.1 0.0
H 2.04326 2.44300 6.37448 -0.1 0.3 0.1
H -0.20197 2.17872 6.24440 0.0 0.3 0.1
H -2.44694 2.44484 6.37277 0.1 0.2 0.1
H -5.15122 -0.53565 5.07209 -0.3 -0.1 0.0
H -1.03228 -1.30751 4.80720 0.1 -0.2 0.0
H 0.62688 -1.32360 4.84448 -0.1 -0.2 0.0
H -0.21257 -0.34483 8.15891 0.0 1.1 -1.2
B -0.23447 -1.12458 9.04030 -1.5 0.0 0.0
H -0.88639 -0.68953 9.92247 -0.4 0.4 0.6
H -0.73774 -2.11960 8.65497 -0.4 -0.8 -0.5
C 1.16639 -1.37093 9.48519 1.9 -0.3 0.6
N 2.25384 -1.55440 9.82527 0.3 0.0 0.0



Entry 4:
22
Properties=species:S:1:pos:R:3:forces:R:3 method="wB97M-V/def2-TZVPD" energy_ev=-15039.879 multiplicity=1 charge=-1 e_above_lowest_kcal_mol=44.49 lumo_energy_ev=3.69 e_homo_ev=-5.428
N 0.00006 -0.05468 -1.72648 -0.8 1.5 -2.1
C -0.33055 1.15852 -0.93454 -0.5 0.2 1.4
O -1.01509 0.73070 0.22910 0.1 0.7 -0.3
H -0.26129 -0.89059 -1.23884 -0.2 -0.1 0.6
H -0.63053 -0.05128 -2.54338 0.6 -0.2 0.3
H 0.61721 1.66247 -0.71252 0.1 -0.2 0.5
H -0.94039 2.03291 -1.35997 0.5 -1.7 -0.6
H 0.87797 -2.92814 -0.29413 -3.5 0.1 2.8
H 1.82629 -2.08818 -1.03676 0.6 2.1 -0.4
O 1.54045 -2.95567 -0.89327 2.9 -2.3 -2.7
H -3.30099 1.67176 -0.05606 0.3 0.1 0.4
H -2.66490 0.64216 -0.93240 -0.1 0.3 0.4
O -3.40782 1.26592 -0.91194 -0.6 -0.3 -0.8
H 0.14059 -1.64550 0.80003 2.4 0.3 0.5
H -1.06222 -0.90297 0.60632 -0.2 -0.3 0.1
O -0.76372 -1.84154 0.80040 -2.0 0.1 -0.3
H 2.45799 0.26444 0.63177 2.2 1.3 1.8
H 2.48403 1.09928 1.86552 0.4 -0.3 -0.7
O 3.16308 0.68362 1.27395 -1.8 -1.1 -1.5
H -0.23413 1.03472 1.15671 0.9 -0.1 -0.2
H 0.50838 0.93997 2.59619 -1.2 -1.3 4.5
O 0.75371 1.19078 1.77804 0.0 1.5 -3.7



Entry 5:
21
Properties=species:S:1:pos:R:3:forces:R:3 method="wB97M-V/def2-TZVPD" energy_ev=-9967.976 multiplicity=1 charge=0 e_above_lowest_kcal_mol=73.77 lumo_energy_ev=0.90 e_homo_ev=-8.582
C -0.28181 2.08420 0.03726 0.9 -0.4 1.4
C 0.20597 0.65305 -0.17110 -1.1 1.6 1.6
C 1.70277 0.57753 -0.07368 0.1 1.6 0.1
N 2.38578 -0.69891 -0.08965 1.0 0.6 -0.1
C -0.75200 -0.26344 0.00816 0.9 -2.6 0.8
C -2.24625 -0.18500 -0.26893 -0.6 1.6 0.1
C -0.22171 -1.57991 0.67818 -4.2 -0.6 -1.7
O 0.03693 -2.59452 -0.31683 -0.7 0.9 -0.4
H -1.34924 1.99392 0.07176 -0.4 0.9 -0.2
H 0.11871 2.78999 -0.65252 0.0 0.7 -0.7
H 0.04959 2.44374 1.09577 -0.4 -0.8 -1.7
H 1.99695 1.24132 -0.95278 0.0 -0.5 0.8
H 1.99598 1.19893 0.86075 -0.3 -1.1 -1.3
H 1.99706 -1.30424 -0.84715 1.2 0.6 0.8
H 3.41473 -0.42191 -0.11471 -1.9 -1.4 -0.6
H -2.62728 0.83267 -0.54014 0.7 -0.8 -0.6
H -2.70797 -0.90612 -0.96460 0.8 0.1 0.0
H -2.84488 -0.27535 0.61591 0.0 -0.7 1.0
H -0.97130 -1.97272 1.43693 0.3 0.5 -1.0
H 0.60009 -1.39799 1.22949 3.0 0.6 1.4
H -0.50213 -2.21524 -1.04211 0.6 -1.0 0.2



Entry 6:
51
Properties=species:S:1:pos:R:3:forces:R:3 method="wB97M-V/def2-TZVPD" energy_ev=-35685.553 multiplicity=1 charge=0 e_above_lowest_kcal_mol=4.92 lumo_energy_ev=0.77 smiles="CN(CCCC1CCCC1)C(=O)c1cc(COc2c(F)cccc2F)on1" e_homo_ev=-9.092
C -1.03735 0.67842 -3.41424 -0.3 -0.3 0.0
N -0.05789 1.58137 -2.86493 0.1 0.1 -0.1
C 0.85221 2.21300 -3.80911 0.4 0.3 0.1
C 2.28348 1.67799 -3.70015 -0.2 -0.2 0.1
C 2.41903 0.17725 -3.95835 -0.2 0.3 -0.2
C 2.17191 -0.23141 -5.41001 0.1 -0.2 0.4
C 3.24861 0.28636 -6.38754 0.0 0.1 -0.1
C 3.64620 -0.90718 -7.27161 -0.1 0.0 -0.1
C 2.53678 -1.93652 -7.06451 0.1 -0.1 0.1
C 2.17955 -1.75443 -5.59441 -0.2 0.1 -0.2
C 0.04204 1.96953 -1.57967 0.0 0.0 -0.4
O 0.86463 2.79848 -1.21677 0.0 0.0 0.3
C -0.84897 1.36949 -0.54795 -0.4 -0.2 1.0
C -0.53446 1.40165 0.83751 -0.6 -0.3 0.1
C -1.61677 0.82334 1.43215 0.9 0.4 -0.1
C -1.93900 0.51777 2.85498 -0.4 0.3 -0.2
O -1.03027 -0.48679 3.27771 0.2 -0.2 0.0
C -1.08715 -0.96787 4.54061 0.1 -0.1 0.2
C -0.15632 -1.96980 4.85847 -0.1 0.0 0.0
F 0.69734 -2.35840 3.89481 -0.1 0.1 0.1
C -0.08286 -2.56380 6.09928 0.0 0.0 -0.2
C -0.96100 -2.16710 7.09463 0.0 0.1 -0.1
C -1.89347 -1.18514 6.82773 0.0 0.1 -0.1
C -1.95000 -0.60136 5.57333 0.0 -0.1 0.1
F -2.89125 0.35629 5.38132 0.1 -0.1 -0.1
O -2.50684 0.47818 0.48712 -0.1 -0.1 0.6
N -2.02774 0.82171 -0.72484 0.1 0.2 -0.9
H -0.54165 -0.07622 -4.02672 0.0 0.0 0.0
H -1.59490 0.19650 -2.61711 0.1 0.0 -0.3
H -1.74402 1.22938 -4.04148 0.0 -0.1 0.0
H 0.87591 3.28528 -3.59060 -0.1 -0.1 -0.1
H 0.45425 2.06615 -4.81313 -0.1 0.0 0.0
H 2.90458 2.23178 -4.40572 0.1 0.1 0.0
H 2.64122 1.89839 -2.69366 0.0 0.1 -0.1
H 3.43021 -0.13021 -3.68038 0.0 -0.1 0.0
H 1.72888 -0.36287 -3.30599 0.0 -0.1 0.1
H 1.19589 0.14456 -5.73037 0.0 0.0 0.0
H 2.85571 1.10289 -6.99314 0.1 0.1 0.0
H 4.11415 0.66582 -5.84497 0.0 0.1 0.0
H 4.59501 -1.32466 -6.93204 0.0 0.0 0.0
H 3.75912 -0.62538 -8.31763 0.1 0.0 0.0
H 1.67528 -1.69368 -7.68924 -0.1 0.0 0.0
H 2.85799 -2.95024 -7.29978 -0.1 -0.1 -0.1
H 1.22528 -2.20980 -5.33050 0.0 -0.1 0.1
H 2.95611 -2.19814 -4.96859 0.1 0.0 0.1
H 0.35432 1.79364 1.28173 0.2 0.1 0.1
H -1.82159 1.42375 3.46267 -0.1 -0.2 -0.1
H -2.97479 0.16442 2.91769 0.2 0.1 0.0
H 0.65848 -3.32740 6.26951 0.1 -0.1 0.0
H -0.91677 -2.62184 8.07032 0.0 0.0 0.1
H -2.59269 -0.85106 7.57727 -0.1 0.1 0.1